Formula: C36H65N8O2P
Source: the Open Molecules 2025 dataset
Level of theory: ωB97M-V/def2-TZVPD

```
112
Properties=species:S:1:pos:R:3:mulliken_charge:R:1
C 0.921 0.311 5.186 -0.747
C -0.355 1.232 5.380 -0.652
P 0.085 3.033 5.363 -0.089
C 0.431 3.633 3.619 -0.142
C 1.155 2.621 2.749 0.421
O 2.341 2.578 2.616 -0.526
O 0.408 1.709 2.014 -0.410
H 0.707 -0.668 5.621 0.401
H 1.769 0.762 5.717 0.284
H 1.101 0.276 4.118 0.159
H -0.730 1.025 6.400 0.343
H -1.175 0.950 4.690 0.369
H -1.114 3.703 5.750 0.040
H -0.505 3.939 3.124 0.405
H 1.101 4.501 3.714 -0.030
H -0.193 1.219 2.594 0.255
C -0.167 1.207 -3.473 -0.945
C -0.025 1.902 -2.122 -0.636
C 0.745 1.055 -1.104 0.203
C 0.041 -0.215 -0.868 0.362
N -0.515 -1.204 -0.688 -0.498
H -0.740 0.282 -3.388 0.111
H -0.694 1.851 -4.178 0.389
H 0.803 0.970 -3.893 0.320
H -1.019 2.136 -1.733 0.319
H 0.496 2.852 -2.259 0.403
H 0.835 1.589 -0.159 -0.312
H 1.751 0.841 -1.470 0.334
C 2.019 8.623 2.993 -1.142
C 3.486 8.307 2.737 -0.419
C 3.838 6.846 3.029 -0.255
C 3.571 6.533 4.447 0.183
N 3.365 6.285 5.549 -0.466
H 1.754 8.477 4.042 0.299
H 1.809 9.665 2.749 0.344
H 1.368 7.991 2.385 0.337
H 4.105 8.964 3.354 0.249
H 3.724 8.530 1.695 0.341
H 4.893 6.664 2.822 0.299
H 3.250 6.174 2.402 0.246
C -0.923 -2.913 -3.977 -1.163
C 0.041 -3.551 -4.974 -0.175
C 1.440 -2.925 -4.932 -0.500
C 1.363 -1.490 -5.267 0.355
N 1.303 -0.372 -5.528 -0.608
H -1.086 -1.856 -4.195 0.297
H -1.895 -3.408 -4.021 0.272
H -0.547 -2.997 -2.955 0.284
H -0.374 -3.458 -5.980 0.026
H 0.122 -4.616 -4.759 0.493
H 2.093 -3.418 -5.646 0.331
H 1.879 -3.035 -3.938 0.360
C 1.967 9.815 8.052 -1.250
C 3.326 9.962 7.380 -0.112
C 3.598 11.389 6.888 -0.387
C 2.584 11.788 5.895 0.225
N 1.794 12.094 5.118 -0.452
H 1.151 10.030 7.359 0.348
H 1.829 8.794 8.409 0.349
H 1.877 10.488 8.908 0.338
H 3.385 9.267 6.539 0.035
H 4.106 9.675 8.088 0.318
H 4.585 11.441 6.426 0.280
H 3.575 12.099 7.716 0.312
C 3.003 -4.732 5.455 -1.064
C 2.881 -4.600 3.941 -0.425
C 3.572 -3.346 3.394 -0.473
C 2.971 -2.132 3.975 0.152
N 2.501 -1.184 4.430 -0.353
H 2.518 -3.901 5.970 0.297
H 2.525 -5.650 5.796 0.319
H 4.051 -4.762 5.763 0.294
H 1.824 -4.585 3.668 0.293
H 3.322 -5.480 3.469 0.313
H 3.469 -3.303 2.309 0.256
H 4.636 -3.360 3.633 0.286
C -3.064 -3.695 -0.641 -1.360
C -4.044 -4.592 -1.390 0.045
C -3.769 -6.083 -1.178 -0.056
C -2.420 -6.433 -1.661 0.255
N -1.369 -6.706 -2.036 -0.474
H -2.040 -3.837 -0.989 0.277
H -3.315 -2.646 -0.798 0.354
H -3.093 -3.894 0.433 0.375
H -3.996 -4.357 -2.457 0.152
H -5.058 -4.370 -1.058 0.228
H -4.502 -6.683 -1.722 -0.055
H -3.843 -6.338 -0.119 0.328
C 0.184 -2.637 -9.620 -0.875
C 1.632 -3.006 -9.922 -0.447
C 1.957 -4.467 -9.591 -0.485
C 1.742 -4.725 -8.156 0.327
N 1.572 -4.911 -7.036 -0.479
H -0.042 -2.736 -8.556 0.106
H -0.010 -1.601 -9.897 0.323
H -0.508 -3.273 -10.178 0.320
H 2.293 -2.345 -9.358 0.295
H 1.832 -2.832 -10.981 0.315
H 2.996 -4.688 -9.835 0.278
H 1.324 -5.142 -10.169 0.281
C -7.150 -6.648 -4.324 -1.079
C -7.732 -7.535 -3.229 -0.385
C -8.660 -6.775 -2.275 -0.444
C -7.924 -5.693 -1.599 0.257
N -7.341 -4.853 -1.076 -0.450
H -6.528 -5.852 -3.908 0.255
H -6.521 -7.234 -4.994 0.320
H -7.942 -6.188 -4.919 0.356
H -6.913 -7.987 -2.663 0.247
H -8.291 -8.352 -3.690 0.317
H -9.061 -7.452 -1.520 0.275
H -9.500 -6.343 -2.822 0.284
```

SMILES string	CCPCC(=O)O.CCCC#N.CCCC#N.CCCC#N.CCCC#N.CCCC#N.CCCC#N.CCCC#N.CCCC#N
2S+1	1
HOMO energy	-8.25	eV
frontier orbital gap	0.32798	Eh
charge	0

=====

Formula: C36H66Cl3N12
Source: the Open Molecules 2025 dataset
Level of theory: ωB97M-V/def2-TZVPD

```
117
Properties=species:S:1:pos:R:3:mulliken_charge:R:1
C 5.386 0.235 -2.996 -0.758
C 5.854 -0.641 -4.136 -0.763
N 5.345 -2.027 -3.999 0.184
C 5.552 -2.828 -2.917 -0.392
C 4.949 -4.026 -3.124 -0.574
N 4.252 -3.881 -4.296 0.272
C 4.558 -2.712 -4.869 -0.072
C 3.410 -4.907 -4.924 -0.886
H 5.930 1.172 -2.906 0.474
H 5.701 -0.236 -2.052 0.138
H 4.308 0.267 -2.860 0.214
H 6.933 -0.678 -4.273 0.368
H 5.455 -0.221 -5.059 0.348
H 6.168 -2.460 -2.114 0.499
H 4.816 -4.833 -2.425 0.400
H 4.284 -2.398 -5.862 0.393
H 3.767 -5.887 -4.620 0.382
H 3.523 -4.756 -5.995 0.360
H 2.350 -4.822 -4.691 0.274
C 1.694 1.061 -2.286 -0.413
C 1.250 1.037 -0.799 0.180
N -0.182 0.937 -0.717 0.524
C -0.887 0.025 -1.429 -0.316
C -2.178 0.072 -1.076 -0.467
N -2.250 0.986 -0.032 0.281
C -1.022 1.427 0.227 -0.213
C -3.378 1.295 0.793 -1.198
H 1.285 0.203 -2.810 0.663
H 2.766 1.053 -2.281 -0.526
H 1.452 2.075 -2.602 0.298
H 1.557 1.875 -0.171 0.525
H 1.655 0.143 -0.315 -0.567
H -0.343 -0.669 -2.051 0.083
H -3.102 -0.421 -1.318 0.338
H -0.756 2.053 1.078 0.365
H -4.322 1.279 0.244 0.339
H -3.372 2.333 1.134 0.331
H -3.314 0.649 1.666 0.506
C 4.813 2.693 -0.397 -0.889
C 5.314 1.950 0.852 0.245
N 5.819 2.885 1.826 0.210
C 5.096 3.634 2.685 -0.317
C 5.971 4.111 3.636 -0.470
N 7.228 3.766 3.157 0.082
C 7.136 3.052 2.051 -0.064
C 8.361 3.968 4.085 -0.782
H 3.997 2.199 -0.880 -0.165
H 5.556 2.968 -1.145 0.341
H 4.428 3.661 -0.066 0.476
H 6.087 1.281 0.474 0.290
H 4.541 1.346 1.327 -0.245
H 4.013 3.567 2.750 0.386
H 5.840 4.638 4.564 0.449
H 7.991 2.626 1.555 0.413
H 8.281 4.878 4.671 0.272
H 9.314 3.874 3.574 0.302
H 8.265 3.154 4.805 0.394
C 4.533 -1.718 4.914 -1.149
C 4.178 -0.827 3.684 -0.438
N 3.430 -1.382 2.550 0.429
C 4.038 -1.850 1.386 -0.830
C 3.092 -2.339 0.543 -0.555
N 1.881 -2.143 1.196 0.306
C 2.134 -1.424 2.296 -0.108
C 0.611 -2.706 0.819 -0.751
H 5.501 -1.361 5.260 0.349
H 4.703 -2.746 4.600 0.330
H 3.741 -1.518 5.625 0.347
H 5.009 -0.303 3.217 0.219
H 3.462 -0.094 4.063 0.373
H 5.107 -1.793 1.275 0.546
H 3.128 -2.849 -0.408 0.534
H 1.343 -1.290 3.020 0.386
H 0.080 -2.093 0.090 0.193
H 0.007 -2.799 1.720 0.321
H 0.704 -3.677 0.339 0.346
C -10.271 -3.601 -4.942 -1.115
C -9.456 -3.806 -3.670 -0.271
N -8.275 -2.964 -3.450 0.132
C -7.697 -2.620 -2.231 -0.560
C -6.515 -2.020 -2.481 -0.161
N -6.277 -2.120 -3.838 0.176
C -7.325 -2.760 -4.373 -0.159
C -4.982 -1.873 -4.500 -0.683
H -10.706 -2.611 -5.063 0.347
H -11.051 -4.354 -5.027 0.366
H -9.682 -3.767 -5.848 0.335
H -9.202 -4.838 -3.428 0.361
H -10.025 -3.440 -2.808 0.270
H -8.236 -2.773 -1.311 0.407
H -5.755 -1.643 -1.820 0.318
H -7.330 -3.260 -5.329 0.363
H -4.648 -2.708 -5.105 0.340
H -4.300 -1.671 -3.678 0.192
H -5.087 -0.953 -5.071 0.335
C -5.779 4.902 1.878 -0.841
C -6.817 4.151 2.686 -0.731
N -6.204 3.340 3.708 0.229
C -5.979 3.622 5.050 -0.356
C -5.456 2.536 5.610 -0.397
N -5.331 1.534 4.661 0.256
C -5.767 2.091 3.525 -0.224
C -4.626 0.321 4.855 -0.926
H -4.992 5.332 2.499 0.347
H -6.246 5.692 1.293 0.388
H -5.209 4.240 1.221 0.158
H -7.524 3.501 2.170 0.403
H -7.453 4.817 3.276 0.380
H -6.198 4.637 5.336 0.440
H -5.106 2.439 6.624 0.430
H -5.573 1.659 2.558 0.280
H -3.579 0.294 4.556 0.317
H -5.094 -0.572 4.426 0.387
H -4.712 -0.023 5.888 0.354
Cl 1.232 -3.044 -2.907 -0.787
Cl -2.252 3.134 3.569 -0.750
Cl 1.661 2.070 2.639 -0.718
```

2S+1	1
HOMO energy	-11.92	eV
frontier orbital gap	0.23285	Eh
charge	+3

=====

Formula: C36H66O18
Source: the Open Molecules 2025 dataset
Level of theory: ωB97M-V/def2-TZVPD

```
120
Properties=species:S:1:pos:R:3:mulliken_charge:R:1
C 2.061 -0.625 1.638 -0.213
C 2.659 -0.361 3.022 -0.867
O 3.534 -1.453 3.327 -0.273
C 3.792 -1.706 4.620 0.774
C 4.688 -2.898 4.771 -1.253
O 3.333 -1.104 5.550 -0.541
H 1.474 -1.551 1.691 0.111
H 2.855 -0.716 0.906 0.347
H 1.268 0.107 1.475 0.112
H 3.224 0.572 2.974 0.443
H 1.879 -0.284 3.777 0.437
H 5.744 -2.617 4.745 0.357
H 4.605 -3.636 3.971 0.281
H 4.484 -3.412 5.707 0.371
C -1.329 4.321 -2.166 -0.722
C -0.755 5.503 -1.415 0.131
O 0.156 6.244 -2.257 -0.379
C 1.471 6.119 -2.050 0.770
C 2.284 6.872 -3.057 -1.036
O 1.950 5.456 -1.163 -0.536
H -0.661 3.461 -2.137 -0.122
H -1.609 4.537 -3.193 0.416
H -2.218 4.005 -1.606 0.331
H -1.505 6.242 -1.145 0.341
H -0.263 5.144 -0.512 -0.105
H 3.070 7.432 -2.547 0.322
H 1.738 7.569 -3.682 0.321
H 2.823 6.116 -3.633 0.259
C 1.929 -5.476 1.570 -1.337
C 0.584 -5.064 2.107 -0.113
O 0.786 -4.016 3.069 0.068
C 0.399 -4.217 4.339 0.574
C 0.669 -2.993 5.152 -0.765
O -0.106 -5.220 4.761 -0.577
H 2.430 -6.140 2.282 0.374
H 2.565 -4.595 1.478 0.202
H 1.892 -6.039 0.640 0.380
H -0.066 -4.661 1.331 0.127
H 0.063 -5.884 2.600 0.511
H 1.615 -2.944 5.687 0.286
H -0.156 -2.794 5.831 0.408
H 0.754 -2.134 4.480 -0.140
C -5.386 0.832 -1.940 -0.848
C -6.547 0.265 -1.141 -0.183
O -7.769 0.672 -1.758 -0.304
C -8.873 0.609 -0.986 0.681
C -10.100 0.959 -1.776 -0.942
O -8.837 0.374 0.192 -0.548
H -4.443 0.434 -1.554 0.070
H -5.376 1.904 -2.105 0.356
H -5.379 0.318 -2.913 0.334
H -6.493 -0.824 -1.152 0.250
H -6.491 0.632 -0.117 0.331
H -9.829 1.092 -2.825 0.284
H -10.509 1.906 -1.432 0.269
H -10.855 0.177 -1.749 0.288
C 1.740 3.203 1.028 -0.183
C 1.903 4.456 1.852 -0.631
O 0.823 4.563 2.782 -0.322
C 1.111 4.976 4.029 0.734
C -0.129 5.072 4.874 -1.057
O 2.214 5.235 4.423 -0.558
H 2.632 3.025 0.433 -0.053
H 0.925 3.304 0.300 -0.029
H 1.407 2.361 1.638 0.435
H 2.891 4.514 2.311 0.490
H 1.932 5.339 1.209 0.272
H -0.736 4.181 4.715 0.300
H -0.671 5.982 4.632 0.261
H 0.177 5.055 5.916 0.338
C 4.982 2.251 -0.714 -1.086
C 4.395 2.093 -2.099 -0.005
O 4.255 0.740 -2.472 -0.233
C 4.359 0.432 -3.796 0.530
C 3.764 -0.931 -4.048 -0.456
O 4.852 1.146 -4.619 -0.588
H 4.590 1.460 -0.074 0.065
H 4.705 3.220 -0.304 0.356
H 6.071 2.212 -0.741 0.419
H 3.434 2.626 -2.169 0.082
H 4.962 2.655 -2.846 0.418
H 4.004 -1.160 -5.086 0.418
H 2.684 -0.792 -4.092 -0.106
H 4.066 -1.654 -3.303 0.305
O 0.502 -1.385 -5.094 -0.577
C 0.415 -2.524 -4.748 0.552
C -0.793 -3.427 -4.685 -0.474
C -0.287 -4.680 -3.964 -0.238
C 1.241 -4.587 -4.132 -0.547
O 1.507 -3.197 -4.301 -0.250
H -1.647 -2.941 -4.219 0.209
H -1.097 -3.709 -5.697 0.374
H -0.501 -4.601 -2.894 -0.073
H -0.748 -5.617 -4.266 0.463
H 1.718 -4.932 -3.218 0.328
H 1.609 -5.185 -4.968 0.309
O -5.020 -3.348 0.656 -0.583
C -4.154 -2.979 1.399 0.383
C -3.250 -1.779 1.296 0.015
C -2.030 -2.225 2.075 0.566
C -2.683 -3.113 3.138 -0.309
O -3.842 -3.672 2.540 -0.366
H -3.086 -1.502 0.260 -0.243
H -3.707 -0.914 1.786 0.286
H -1.347 -2.866 1.518 -0.586
H -1.469 -1.395 2.502 0.430
H -2.005 -3.899 3.471 0.131
H -2.883 -2.563 4.066 0.200
O 0.092 -2.933 -0.851 -0.663
C -0.104 -1.814 -1.232 0.301
C 0.928 -0.788 -1.657 1.607
C 0.231 0.552 -1.475 0.593
C -1.248 0.170 -1.576 -0.595
O -1.329 -1.257 -1.261 -0.485
H 1.774 -0.963 -0.994 -0.068
H 1.225 -1.085 -2.660 -1.332
H 0.451 1.012 -0.516 -0.691
H 0.526 1.188 -2.309 0.526
H -1.908 0.654 -0.862 0.325
H -1.644 0.231 -2.590 0.251
```

SMILES string	CCOC(C)=O.CCOC(C)=O.CCOC(C)=O.CCOC(C)=O.CCOC(C)=O.CCOC(C)=O.O=C1CCCO1.O=C1CCCO1.O=C1CCCO1
2S+1	1
HOMO energy	-10.23	eV
frontier orbital gap	0.38135	Eh
charge	0

=====

Formula: C36H67BFNO24S3
Source: the Open Molecules 2025 dataset
Level of theory: ωB97M-V/def2-TZVPD

```
133
Properties=species:S:1:pos:R:3:mulliken_spin:R:1
C 1.486 2.805 -6.889 0.000
C 0.117 3.097 -6.173 0.000
N -0.399 1.906 -5.213 0.012
C -0.755 0.808 -6.210 -0.001
C 0.739 1.376 -4.286 -0.019
C 1.589 2.366 -3.480 0.039
C -1.586 2.443 -4.351 -0.002
C -2.556 3.447 -4.937 -0.003
O -3.006 2.922 -6.161 -0.004
C -3.918 3.739 -6.812 0.002
H 1.965 3.716 -7.249 0.000
H 1.349 2.109 -7.716 0.000
H 2.258 2.301 -6.308 0.000
H -0.612 3.490 -6.881 0.000
H 0.144 3.896 -5.432 0.000
H -1.579 1.189 -6.815 0.001
H -1.112 0.028 -5.538 0.000
H 0.110 0.478 -6.785 0.000
H 1.442 0.891 -4.963 -0.005
H 0.267 0.567 -3.729 0.017
H 0.981 3.103 -2.956 -0.016
H 2.249 2.966 -4.106 -0.001
H 2.168 1.755 -2.787 -0.008
H -1.141 2.799 -3.422 0.007
H -2.063 1.493 -4.114 -0.003
H -2.134 4.451 -4.970 0.000
H -3.458 3.689 -4.376 0.003
H -4.184 3.239 -7.743 0.000
H -3.508 4.737 -6.962 0.000
H -4.822 3.961 -6.245 0.000
O -0.579 -2.434 3.946 0.000
C -0.493 -1.758 2.941 -0.004
O -0.974 -0.457 2.654 -0.028
B -0.614 -0.174 1.194 -0.115
O 0.035 -1.343 0.672 0.007
C 0.249 -2.247 1.634 -0.012
O 0.770 -3.337 1.534 -0.001
O -1.789 0.262 0.444 0.095
C -1.483 1.356 -0.187 0.323
O -2.145 1.937 -1.076 0.136
C -0.214 1.892 0.366 0.336
O 0.284 1.003 1.201 0.055
O 0.259 2.998 0.202 0.161
F -1.313 8.706 3.288 0.000
C -1.088 7.393 3.663 0.001
C -1.197 6.364 2.720 0.002
C -0.819 5.099 3.157 -0.014
C -0.190 4.903 4.393 -0.005
C -0.043 5.957 5.282 0.001
C -0.540 7.174 4.922 0.001
H -1.653 6.460 1.746 0.000
H -0.909 4.280 2.458 0.014
H 0.201 3.915 4.586 0.003
H 0.501 5.779 6.197 0.000
H -0.384 8.036 5.554 0.000
C 2.811 -2.071 -1.568 0.003
S 2.086 -3.188 -2.791 0.000
O 2.756 -4.517 -2.631 0.000
C 0.297 -3.277 -2.081 0.006
H 3.494 -2.435 -0.800 0.001
H 2.002 -1.508 -1.102 0.008
H 3.640 -1.531 -2.024 0.002
H -0.327 -2.387 -1.999 0.001
H 0.467 -3.656 -1.073 0.000
H -0.311 -4.069 -2.519 0.000
C 2.249 -5.069 5.012 0.000
S 1.755 -4.116 6.541 0.000
O 2.624 -4.481 7.755 0.000
C 2.451 -2.522 5.977 0.000
H 3.326 -4.925 4.917 0.000
H 1.807 -4.456 4.227 0.000
H 1.875 -6.090 4.933 0.000
H 3.245 -2.408 5.240 0.000
H 2.753 -2.193 6.971 0.000
H 1.714 -1.787 5.654 0.000
C -1.291 1.090 5.624 0.000
S 0.469 1.272 6.098 0.001
O 0.608 2.713 6.533 0.000
C 0.488 0.244 7.713 0.000
H -1.338 1.633 4.680 0.000
H -1.887 1.602 6.379 0.000
H -1.523 0.029 5.525 0.000
H 0.299 -0.810 7.505 0.000
H -0.213 0.618 8.459 0.000
H 1.477 0.456 8.119 0.000
C -7.332 -2.216 1.185 0.000
O -6.071 -2.876 1.068 0.000
C -4.880 -2.473 1.618 0.001
O -3.717 -2.942 1.456 -0.001
O -5.073 -1.375 2.531 -0.001
C -3.919 -0.828 3.136 0.008
H -8.151 -2.935 1.200 0.000
H -7.482 -1.594 0.302 0.000
H -7.504 -1.575 2.049 0.000
H -4.230 -0.019 3.797 0.000
H -3.180 -0.451 2.429 -0.004
H -3.423 -1.567 3.766 0.000
C -3.194 -2.513 -1.688 0.008
O -3.886 -1.848 -2.737 -0.002
C -3.161 -1.257 -3.774 0.008
O -2.022 -1.663 -4.133 0.000
O -3.940 -0.365 -4.430 -0.002
C -5.341 -0.274 -4.459 0.000
H -2.387 -3.174 -2.004 -0.001
H -3.818 -3.086 -1.002 0.000
H -2.657 -1.847 -1.013 -0.006
H -5.742 0.347 -5.260 0.000
H -5.591 0.169 -3.494 0.000
H -5.787 -1.253 -4.629 0.000
C 5.144 1.265 -3.950 0.000
O 4.811 2.356 -3.054 0.000
C 4.508 2.088 -1.786 0.002
O 4.670 0.960 -1.158 0.000
O 4.168 3.196 -1.232 0.000
C 3.674 3.186 0.124 0.009
H 5.465 0.363 -3.430 0.000
H 5.942 1.677 -4.567 0.000
H 4.236 0.992 -4.488 0.000
H 2.785 2.557 0.176 -0.012
H 3.331 4.092 0.624 0.000
H 4.427 2.709 0.752 0.000
C 3.023 -6.107 1.141 0.000
O 3.487 -7.326 1.770 0.000
C 4.604 -7.474 2.604 0.000
O 4.969 -8.585 3.024 0.000
O 5.189 -6.288 2.882 0.000
C 6.193 -6.148 3.892 0.000
H 2.344 -6.298 0.310 0.000
H 3.833 -5.485 0.761 0.000
H 2.507 -5.389 1.778 0.000
H 5.766 -5.911 4.866 0.000
H 7.000 -5.428 3.747 0.000
H 6.708 -7.075 4.142 0.000
```

2S+1	2
HOMO energy (alpha / beta)	-0.98 / -5.00	eV
frontier orbital gap (alpha / beta)	0.08510 / 0.23293	Eh
charge	-1